[1]
A 3-piece molecular cluster, C3H12NO2S overall in a non-equilibrium geometry, computed with the ωB97M-V functional and the def2-TZVPD basis.

Summary:
- strongest force on any atom (eV/Å) = 1.2
- relative energy (zero: lowest compared OMol25 entry of this formula, charge and spin) (kJ/mol) = 53.2
- lowest unoccupied orbital energy (eV) = 2.87
- DFT total energy (eV) = -19727.256
- orbital gap (eV) = 5.789
- HOMO level (eV) = -2.92

The geometry in ORCA input format:
```
! wB97M-V def2-TZVPD RIJCOSX def2/J DEFGRID3
* xyz -1 1
C -2.760 0.902 0.413
C -1.814 0.143 -0.506
C -1.371 1.021 -1.725
S 0.157 2.026 -1.461
N -0.720 -0.404 0.265
H -2.221 1.537 1.109
H -3.316 0.196 1.027
H -3.464 1.504 -0.166
H -2.336 -0.692 -0.968
H -1.221 0.423 -2.623
H -2.150 1.756 -1.969
H -0.085 -0.867 -0.373
H -0.165 0.381 0.608
H 1.941 0.495 -1.458
H 3.197 1.004 -2.169
O 2.876 0.250 -1.648
H 4.038 -2.767 3.411
H 5.098 -3.707 3.999
O 4.315 -3.203 4.235
*
```

[2]
A 3-piece molecular cluster, C3H12NO3 overall in a non-equilibrium geometry, computed with the ωB97M-V functional and the def2-TZVPD basis.

Summary:
- strongest force on any atom (eV/Å) = 3.9
- relative energy (zero: lowest compared OMol25 entry of this formula, charge and spin) (kJ/mol) = 108.1
- lowest unoccupied orbital energy (eV) = 4.18
- DFT total energy (eV) = -10938.283
- orbital gap (eV) = 8.335
- HOMO level (eV) = -4.15

The geometry in ORCA input format:
```
! wB97M-V def2-TZVPD RIJCOSX def2/J DEFGRID3
* xyz -1 1
C -0.419 0.006 1.835
N 0.403 -0.762 0.926
C 1.747 -0.182 0.885
C 1.765 0.851 -0.237
O 1.600 0.221 -1.486
H -0.414 -0.464 2.850
H -1.408 -0.012 1.523
H -0.046 1.012 1.827
H -0.103 -0.753 0.016
H 2.419 -1.022 0.609
H 1.833 0.166 1.894
H 2.749 1.407 -0.089
H 1.032 1.558 -0.067
H -1.463 0.192 -2.225
H 0.556 0.302 -1.516
O -1.038 0.497 -1.404
H -2.415 -0.062 -0.633
H -3.240 -1.452 -0.743
O -3.171 -0.667 -0.213
*
```